A 2-piece molecular cluster, C24H15N2O4 overall in a non-equilibrium geometry. Source: the Open Molecules 2025 dataset; level of theory: wB97M-V/def2-TZVPD.

net charge: -1
E_LUMO: 1.460 eV
energy relative to the best compared isomer or geometry (same formula, charge and spin): 2.306 eV
E: -1333.9130 a.u.
gap between HOMO and LUMO: 4.897 eV

Structure (XYZ):
```
45
Properties=species:S:1:pos:R:3:forces:R:3
C 3.758 1.687 0.014 -5.0 -3.6 -0.8
C 4.414 0.558 0.610 0.7 -0.2 0.7
N 4.981 -0.239 1.253 -0.7 0.8 -0.8
C 2.333 1.788 0.393 1.4 -0.8 -0.5
C 1.362 2.461 -0.406 -0.4 0.1 0.1
C 0.049 2.577 0.026 0.6 0.1 0.0
C -0.346 2.009 1.250 0.3 0.1 -0.2
N -1.653 2.254 1.738 -1.4 0.1 0.2
O -2.006 1.768 2.835 0.4 0.6 -1.3
O -2.418 2.952 1.032 0.7 -0.8 1.0
C 0.549 1.214 1.976 0.6 0.1 -0.1
C 1.859 1.103 1.551 -0.5 0.1 0.4
H 3.894 1.794 -1.075 0.2 0.0 0.6
H 1.640 2.848 -1.394 0.0 0.0 0.5
H -0.695 3.118 -0.549 0.2 -0.1 0.0
H 0.218 0.696 2.867 -0.1 0.1 -0.1
H 2.536 0.434 2.088 -0.2 0.3 -0.1
C 11.309 2.501 -1.187 -0.4 -0.3 -0.1
C 10.354 3.506 -0.958 0.1 -0.2 0.0
C 9.012 3.143 -0.887 0.5 -0.7 0.1
C 8.618 1.817 -1.083 0.9 0.2 -0.3
C 9.551 0.811 -1.325 0.0 0.3 0.0
C 10.908 1.155 -1.361 -0.1 0.5 0.1
C 7.132 1.718 -1.035 -0.3 0.0 0.9
O 6.493 0.735 -1.358 0.2 0.4 0.0
C 6.636 3.055 -0.611 0.7 -0.2 -1.0
C 5.373 3.334 -0.175 1.9 1.5 2.4
C 4.852 4.670 -0.202 -0.9 1.3 -0.4
C 5.267 5.580 -1.202 -0.1 -0.3 0.4
C 4.953 6.923 -1.112 -0.3 0.2 0.3
C 4.114 7.375 -0.082 0.1 -0.4 0.0
C 3.552 6.462 0.828 0.3 0.0 -0.1
C 3.908 5.116 0.762 0.5 -0.2 -0.3
C 7.816 3.997 -0.612 -0.8 0.3 -0.8
O 7.861 5.201 -0.422 0.2 -0.6 0.1
H 12.373 2.754 -1.234 -0.4 -0.1 0.0
H 10.640 4.552 -0.844 0.0 -0.3 0.0
H 9.196 -0.206 -1.477 0.2 0.2 0.0
H 11.660 0.380 -1.530 -0.2 0.3 0.1
H 4.785 2.629 0.498 1.3 1.4 -0.9
H 5.863 5.208 -2.032 0.0 0.1 0.2
H 5.403 7.619 -1.821 -0.3 -0.1 0.2
H 3.909 8.441 0.020 0.0 -0.3 -0.1
H 2.879 6.806 1.619 0.2 -0.1 -0.4
H 3.500 4.391 1.471 0.1 0.2 -0.2
```
Positions in Å, forces in eV/Å.